No. 1
7
Properties=species:S:1:pos:R:3:forces:R:3 method="wB97M-V/def2-TZVPD" energy_ha=-3875.01129 charge=0 homo_energy_ev="-8.603 / -8.772" homo_lumo_gap_ev="7.6 / 7.6" e_above_lowest_kcal_mol=51.23
Br 1.43183 -1.43364 0.29139 -0.55 -0.17 -0.50
Cl 0.51283 1.02203 2.23002 -0.40 0.36 -0.56
Cl -2.35344 0.36806 0.99457 0.74 0.72 -0.16
P -0.63278 1.55000 0.60031 0.07 -2.62 -0.50
C 0.37074 -0.49625 -0.97972 0.59 1.55 0.39
H -0.42499 -1.06571 -1.51384 0.56 0.54 0.90
H 1.09581 0.05550 -1.62273 -1.00 -0.38 0.43

No. 2
16
Properties=species:S:1:pos:R:3:forces:R:3 method="wB97M-V/def2-TZVPD" energy_ha=-234.54957 charge=0 homo_energy_ev=-9.241 homo_lumo_gap_ev=10.4 e_above_lowest_kcal_mol=33.22
C 1.90505 -0.91875 0.54673 -0.25 0.08 -0.33
C -2.20852 0.99193 -0.47899 0.07 -0.01 0.08
C 2.75203 0.32121 0.31802 -0.20 -0.03 -0.01
C -1.89796 -0.34928 0.21027 0.20 0.00 -0.09
C -0.56074 -0.83036 -0.31395 0.50 -0.07 0.24
C 0.62473 -0.90250 0.25176 -0.11 -0.05 -0.18
H -2.68677 -1.07822 -0.02860 0.25 0.12 0.04
H -3.21414 1.36243 -0.25019 0.19 -0.08 0.01
H 3.35249 0.59900 1.19274 -0.13 -0.10 -0.15
H -0.52130 -1.05394 -1.38015 -0.22 -0.03 -0.02
H -2.11524 0.89348 -1.56883 -0.10 -0.01 0.22
H 3.43102 0.16971 -0.53205 -0.07 -0.01 0.22
H 2.07950 1.14905 0.06751 0.27 -0.06 0.08
H -1.87679 -0.23866 1.30144 0.04 0.01 -0.24
H -1.46745 1.73502 -0.16309 -0.21 -0.03 -0.05
H 2.40412 -1.85011 0.82737 -0.23 0.27 0.16

No. 3
80
Properties=species:S:1:pos:R:3:forces:R:3 method="wB97M-V/def2-TZVPD" energy_ha=-3817.97487 charge=0 homo_energy_ev=-9.022 homo_lumo_gap_ev=9.1 e_above_lowest_kcal_mol=20.31
Sc 0.07673 -1.38423 0.10567 0.91 0.15 -0.08
Cl -7.65819 -3.96852 2.51539 0.12 0.03 -0.04
P 0.31187 1.60078 -1.43913 0.30 -0.29 0.26
F -0.84714 -1.15556 -1.55439 -0.02 0.12 -0.24
O 0.88770 0.53500 -0.52533 -0.42 0.56 -0.06
O 0.83634 -2.59238 1.69198 -0.08 -0.44 0.49
O 0.88968 -3.15254 3.86604 0.04 -0.19 -0.18
O 1.06078 -3.16995 -1.13965 -0.09 -0.05 0.26
O 0.66545 -1.95320 6.10934 0.03 0.73 0.38
O -1.38048 -3.11074 0.23269 -0.05 -0.20 -0.08
O 0.37603 0.14663 6.78822 0.10 0.14 0.10
O -1.75850 -1.15375 1.14905 -0.15 -0.25 -0.02
N 0.61958 -0.06921 2.23295 -0.15 0.17 -0.13
N 2.71805 -1.45082 0.04327 -0.17 0.12 -0.07
N 0.47059 1.15364 2.76235 0.06 -0.07 -0.05
C -3.55184 1.87199 -2.65692 0.00 -0.01 0.05
C 0.53245 -0.20481 4.47643 0.01 0.31 0.21
C 0.57223 5.49110 -0.17849 0.01 -0.09 -0.03
C 0.90374 0.12764 -3.67774 0.00 0.09 0.00
C -2.14433 -2.34314 0.85207 0.00 0.36 0.10
C 4.69272 -2.65005 -0.54241 -0.01 0.00 0.01
C -1.46446 1.71097 -1.46815 -0.43 -0.15 -0.02
C -4.32810 -1.85634 1.92189 -0.12 -0.02 0.05
C -2.16528 1.66242 -0.26316 0.04 -0.07 0.10
C -3.51081 -2.76346 1.25886 -0.03 0.08 0.07
C -2.16648 1.80233 -2.66781 0.01 0.07 0.07
C 1.35254 -0.04385 -4.97805 0.00 0.03 0.04
C 2.25244 3.30187 -0.50926 -0.05 -0.02 0.02
C -4.24120 1.83283 -1.45302 0.04 0.02 -0.01
C -3.54859 1.72123 -0.25411 0.03 0.01 -0.11
C -5.24900 -4.41908 1.36947 0.01 -0.01 -0.01
C 2.44262 -3.37528 -1.39464 -0.20 -0.01 0.01
C 5.46644 -1.77286 0.18837 0.04 0.03 0.02
C 0.79027 -2.34570 2.93993 0.18 -0.12 -0.42
C 0.88952 1.40994 -3.11776 0.13 -0.07 -0.28
C 0.53134 -0.65023 5.89722 -0.26 -0.53 0.03
C 4.84413 -0.72047 0.84882 0.03 -0.03 0.00
C 0.41845 1.11774 4.10862 0.07 0.01 -0.18
C 1.31866 2.50236 -3.86874 0.01 0.00 -0.03
C 0.06396 4.29697 -0.68016 0.04 0.04 -0.05
C 3.47329 -0.59978 0.74491 -0.09 -0.02 -0.07
C -5.60803 -2.21863 2.31122 0.09 0.01 -0.03
C -3.97204 -4.04363 0.98520 -0.02 -0.04 -0.02
C 1.76074 2.32103 -5.17228 -0.02 -0.02 0.05
C 0.89816 3.19435 -0.84909 0.18 0.22 0.15
C -6.05042 -3.49995 2.02760 -0.15 -0.05 0.04
C 2.75477 4.49149 -0.01211 -0.04 0.05 0.01
C 1.78097 1.04853 -5.72284 -0.01 -0.02 0.01
C 0.64456 -0.89626 3.25867 0.05 -0.01 -0.04
C 1.91307 5.58679 0.15542 0.03 -0.02 -0.01
C 3.31671 -2.44906 -0.58610 0.07 -0.14 -0.01
H -3.32404 -4.74055 0.47107 0.01 0.02 0.00
H 2.59914 -3.18642 -2.45950 0.02 0.03 0.01
H -6.25416 -1.52547 2.83077 -0.01 0.00 0.01
H -5.32229 1.87736 -1.44922 -0.01 -0.01 0.00
H 2.13085 0.90571 -6.73713 0.00 0.00 -0.01
H 0.53341 -0.71082 -3.09980 0.00 0.00 0.01
H -4.09393 1.93942 -3.59044 0.00 0.00 -0.01
H 2.70890 -4.41738 -1.20873 0.06 0.03 0.03
H -0.98384 4.23114 -0.94143 -0.03 -0.04 0.00
H -1.64159 1.52712 0.67750 0.02 0.03 -0.05
H 1.36194 -1.03484 -5.41232 0.00 0.00 -0.02
H 0.74195 -3.82292 -0.49820 -0.02 -0.02 -0.05
H -1.63444 1.80595 -3.60938 0.01 0.01 -0.03
H 0.32104 2.00072 4.71575 -0.01 0.01 0.01
H 2.09289 3.17203 -5.75154 0.01 0.00 -0.01
H 3.80178 4.56840 0.24964 0.01 0.00 0.00
H 0.78233 -2.44010 5.24853 -0.01 -0.38 -0.24
H 2.30710 6.51482 0.54857 0.00 0.00 0.00
H 5.13695 -3.48840 -1.06371 0.00 0.00 -0.01
H -3.94502 -0.86784 2.13385 0.00 0.00 0.00
H 2.91233 2.45010 -0.62588 -0.05 -0.05 -0.03
H 5.40817 -0.01431 1.44164 0.01 0.01 0.00
H -4.08641 1.66417 0.68251 0.01 0.00 0.01
H -5.62552 -5.41145 1.16610 0.00 -0.01 0.00
H 2.93801 0.20087 1.23785 -0.01 0.01 0.00
H 1.31569 3.49695 -3.44001 -0.01 0.00 0.02
H 6.53852 -1.90818 0.24851 0.00 0.01 0.01
H 0.48116 1.95770 2.15345 -0.03 -0.05 0.04
H -0.08259 6.34203 -0.04875 -0.02 0.00 0.00

No. 4
12
Properties=species:S:1:pos:R:3:forces:R:3 method="wB97M-V/def2-TZVPD" energy_ha=-397.67104 charge=0 homo_energy_ev=-10.629 homo_lumo_gap_ev=11.6 e_above_lowest_kcal_mol=103.95
O 1.25046 0.22990 -0.40553 -0.04 0.12 0.04
O -0.36735 -1.23512 -0.94912 -0.04 -0.14 -0.06
O 0.59502 0.87906 1.78583 0.16 0.03 0.01
N -0.40605 1.43721 0.78947 0.03 0.27 0.52
C 0.30878 -0.08850 -1.41136 -0.06 0.20 -0.45
C -0.41476 -1.08281 0.47052 -0.05 -0.03 0.25
C 0.32784 0.22649 0.64256 -0.13 -0.13 -0.15
H -1.44399 -1.02330 0.83158 0.12 0.05 -0.06
H 0.11394 -1.91023 0.95516 -0.07 0.12 -0.06
H -0.39566 0.76492 -1.45720 0.10 -0.30 -0.44
H 0.15824 2.13073 0.27836 -0.12 -0.03 0.27
H 0.78231 -0.26417 -2.37264 0.10 -0.16 0.13